No. 1
97
Properties=species:S:1:pos:R:3:mulliken_charge:R:1 method="wB97M-V/def2-TZVPD" relative_energy_ev=4.589 energy_ev=-69828.747 homo_energy_ev=-7.06 total_charge=-1
N -0.321 0.892 -2.505 0.369
H -0.623 -0.071 -2.488 0.192
H 0.478 0.960 -3.118 0.590
H -0.016 1.115 -1.568 -0.794
H -1.090 1.440 -2.865 0.477
C 0.749 0.837 0.469 -1.392
O 1.535 0.614 -0.446 -0.143
O -0.121 1.690 0.295 0.224
O 0.846 0.281 1.582 3.399
C -4.455 -2.287 0.396 -0.899
O -3.462 -1.881 -0.518 -0.295
C -2.252 -2.636 -0.353 -0.872
C -1.078 -1.913 -1.021 0.212
N -1.345 -1.692 -2.428 -0.245
C -0.871 -2.786 -3.207 -0.604
C -1.500 -2.712 -4.672 -0.930
O -2.953 -2.666 -4.697 -0.267
C -3.523 -2.564 -5.975 -0.755
H -4.470 -3.373 0.488 0.365
H -5.464 -1.919 0.213 0.265
H -4.123 -1.878 1.351 0.263
H -2.407 -3.641 -0.747 0.442
H -1.846 -2.675 0.658 0.500
H -0.107 -2.404 -0.962 0.184
H -0.823 -1.053 -0.402 -0.598
H -2.338 -1.652 -2.606 0.333
H -1.030 -3.799 -2.837 0.460
H 0.204 -2.830 -3.383 0.129
H -1.118 -3.541 -5.268 0.485
H -1.064 -1.791 -5.059 0.332
H -4.591 -2.370 -5.876 0.220
H -3.391 -3.436 -6.615 0.277
H -3.021 -1.711 -6.432 0.334
C 1.262 4.113 -1.894 0.296
O 1.541 5.039 -2.655 -0.776
N 1.956 3.044 -1.716 -0.137
N 0.129 4.039 -1.229 0.086
H 2.777 2.984 -2.302 0.217
H 1.770 2.347 -1.009 0.251
H 0.017 3.170 -0.727 0.180
H -0.638 4.673 -1.405 0.194
C 0.297 -3.535 2.873 0.422
O 0.158 -4.436 3.687 -0.735
N 1.028 -3.534 1.811 -0.024
N -0.380 -2.395 2.953 -0.064
H 1.063 -2.676 1.279 -0.177
H 1.331 -4.441 1.486 0.249
H 0.058 -1.615 2.484 -0.439
H -1.002 -2.319 3.745 0.220
C 4.829 1.258 1.055 0.477
O 6.037 1.546 1.062 -0.814
N 3.996 1.686 1.961 -0.101
N 4.322 0.689 0.082 0.037
H 3.022 1.420 1.931 -0.201
H 4.352 2.373 2.610 0.187
H 4.966 0.281 -0.581 0.179
H 3.324 0.603 -0.051 -0.248
C 0.615 4.256 2.829 0.280
O 0.698 5.167 3.635 -0.781
N 0.037 4.362 1.690 -0.071
N 1.080 3.054 3.027 0.032
H -0.252 5.270 1.357 0.271
H -0.117 3.514 1.163 0.266
H 1.698 2.925 3.815 0.229
H 0.745 2.316 2.424 -0.320
C -3.557 2.749 -0.977 0.563
O -4.296 3.548 -1.578 -0.778
N -3.749 1.478 -0.939 -0.081
N -2.512 3.047 -0.295 0.264
H -4.414 1.083 -1.588 0.206
H -3.113 0.893 -0.418 -0.036
H -1.794 2.380 -0.049 -0.958
H -2.318 3.981 0.037 0.285
C -1.996 0.987 3.612 0.238
O -2.884 1.252 4.382 -0.785
N -0.780 0.689 3.797 0.219
N -2.201 1.015 2.318 0.194
H -0.538 0.340 4.713 0.242
H -0.206 0.532 2.981 -0.447
H -1.402 1.133 1.711 -0.460
H -3.128 1.326 2.066 0.232
C 2.847 -2.157 -2.009 0.249
O 3.406 -3.059 -2.656 -0.788
N 2.869 -2.088 -0.756 0.069
N 2.249 -1.118 -2.591 -0.115
H 2.447 -1.257 -0.365 -0.284
H 3.423 -2.751 -0.233 0.241
H 2.103 -0.321 -1.988 0.058
H 2.250 -1.234 -3.594 0.230
C 3.187 -0.845 4.086 0.375
O 4.016 -1.237 4.888 -0.749
N 2.199 -0.104 4.377 -0.244
N 3.163 -1.124 2.814 0.060
H 1.729 0.113 3.510 -0.220
H 1.655 -0.354 5.190 0.240
H 2.389 -0.805 2.248 -0.670
H 3.831 -1.818 2.510 0.207

***

No. 2
84
Properties=species:S:1:pos:R:3:mulliken_charge:R:1 method="wB97M-V/def2-TZVPD" relative_energy_ev=8.210 energy_ev=-47856.676 homo_energy_ev=-9.04 total_charge=0 smiles="NC(N)=O.NC(N)=O.NC(N)=O.CCO.CCO.CCO.CCO.CO.CO.CO.CO"
N 3.701 -0.125 -0.043 -0.165
C 4.212 -0.118 -1.242 0.159
N 4.888 -1.242 -1.509 -0.247
O 3.818 0.792 -2.181 -0.792
H 3.198 0.720 0.277 0.235
H 4.207 -0.621 0.697 0.395
H 5.363 -1.404 -2.407 0.312
H 5.060 -1.966 -0.835 0.162
N -4.381 -2.839 -1.527 -0.424
C -3.843 -2.550 -0.399 0.186
N -4.713 -2.524 0.566 -0.342
O -2.539 -2.060 -0.334 -0.352
H -3.725 -2.956 -2.311 0.163
H -5.339 -3.209 -1.543 0.218
H -4.411 -2.262 1.507 0.293
H -5.610 -3.053 0.561 0.201
N 2.411 2.161 0.769 0.759
C 3.467 2.903 1.019 0.081
N 4.047 2.512 2.094 -0.108
O 3.864 3.962 0.195 -0.745
H 1.846 2.197 -0.078 0.016
H 2.133 1.479 1.486 -0.320
H 4.863 3.099 2.350 0.264
H 3.791 1.954 2.940 0.184
C 0.705 -0.564 4.413 -1.518
C 1.245 0.449 3.460 0.931
O 2.471 0.082 2.920 -0.543
H 1.340 -0.683 5.258 0.477
H 0.753 -1.487 3.855 0.318
H -0.266 -0.284 4.857 0.271
H 1.405 1.438 3.925 0.079
H 0.520 0.549 2.693 -0.571
H 3.202 0.198 3.573 0.346
C -0.339 3.731 2.419 -0.692
C 0.273 4.269 3.597 -0.325
O -0.564 4.179 4.720 -0.549
H -0.625 2.719 2.660 -0.086
H 0.235 3.789 1.542 0.373
H -1.248 4.239 2.233 0.505
H 0.586 5.317 3.399 0.331
H 1.116 3.688 3.864 0.153
H -0.084 4.487 5.531 0.318
C -1.194 -2.168 -5.065 -1.403
C -2.385 -1.850 -4.193 0.979
O -3.403 -2.800 -4.415 -0.634
H -0.436 -1.505 -4.728 0.333
H -1.436 -2.082 -6.128 0.332
H -0.786 -3.116 -4.936 0.404
H -2.822 -0.836 -4.424 0.206
H -2.208 -1.825 -3.065 -0.542
H -3.137 -3.687 -4.098 0.354
C -0.417 1.228 -0.622 0.656
C 0.637 0.880 -1.641 -0.250
O 1.385 1.975 -1.906 -0.702
H -0.054 1.254 0.386 -0.727
H -1.136 0.418 -0.435 -0.409
H -0.951 2.122 -0.684 0.647
H 0.225 0.370 -2.524 0.474
H 1.310 0.178 -1.127 -0.238
H 2.189 1.534 -2.219 0.465
C 0.610 -1.961 0.432 0.408
O 1.990 -2.187 0.164 -0.643
H 0.125 -1.407 -0.386 -0.441
H 0.423 -1.356 1.269 -0.382
H 0.058 -2.878 0.516 0.524
H 2.526 -1.409 0.149 0.532
C -2.560 -0.104 2.111 -0.281
O -2.510 0.235 3.486 -0.493
H -2.253 0.843 1.638 0.047
H -3.571 -0.406 1.800 0.330
H -1.835 -0.897 1.773 0.049
H -3.430 0.141 3.804 0.306
C -3.832 0.469 -1.778 -0.263
O -4.956 -0.287 -2.186 -0.621
H -4.136 1.516 -1.682 0.430
H -2.982 0.519 -2.446 0.115
H -3.478 0.081 -0.829 -0.044
H -4.738 -1.244 -2.058 0.472
C 1.787 -2.090 -3.071 -0.051
O 2.354 -1.035 -3.838 -0.635
H 2.617 -2.430 -2.491 0.369
H 1.353 -2.897 -3.693 0.304
H 0.980 -1.703 -2.540 -0.288
H 3.045 -0.573 -3.296 0.360

***

No. 3
86
Properties=species:S:1:pos:R:3:mulliken_charge:R:1 method="wB97M-V/def2-TZVPD" relative_energy_ev=2.885 energy_ev=-50836.563 homo_energy_ev=-8.76 total_charge=0 smiles="NC(N)=O.NC(N)=O.NC(N)=O.NC(N)=O.CCO.CCO.CCO.CCO.CO.CO.CO"
N -4.138 -1.499 2.227 -0.370
C -3.918 -1.179 1.011 0.554
N -3.439 -2.121 0.275 -0.240
O -4.316 0.052 0.510 -0.853
H -4.486 -0.759 2.804 0.262
H -3.690 -2.393 2.636 0.223
H -3.126 -1.754 -0.671 0.289
H -3.235 -3.056 0.568 0.189
N -4.399 2.812 -0.401 -0.243
C -3.526 3.758 -0.219 0.433
N -3.876 4.934 -0.606 -0.470
O -2.212 3.674 0.140 -0.580
H -4.223 1.888 -0.051 0.338
H -5.391 2.974 -0.825 0.234
H -3.327 5.693 -0.065 0.308
H -4.886 5.163 -0.825 0.189
N 3.763 -0.402 -3.428 -0.269
C 2.779 -0.444 -2.696 0.387
N 2.791 0.430 -1.787 0.230
O 1.666 -1.199 -2.954 -0.561
H 3.934 -0.910 -4.297 0.336
H 4.592 0.243 -3.343 0.170
H 2.201 0.244 -1.008 -0.381
H 3.732 0.906 -1.556 0.199
N 2.994 2.147 1.109 -0.164
C 1.939 2.810 0.840 0.092
N 1.579 2.617 -0.342 -0.053
O 1.280 3.419 1.825 -0.740
H 3.370 2.264 2.024 0.295
H 3.727 1.865 0.441 0.090
H 0.853 3.276 -0.742 0.302
H 2.222 2.179 -1.019 0.277
C 2.549 -4.029 -1.389 -1.332
C 2.206 -3.156 -0.236 1.722
O 2.795 -3.764 0.907 -0.527
H 3.379 -4.760 -1.177 0.363
H 2.812 -3.526 -2.294 0.262
H 1.693 -4.649 -1.595 0.355
H 1.146 -2.932 -0.120 -0.610
H 2.625 -2.149 -0.336 -0.490
H 2.231 -4.509 1.137 0.313
C -0.295 0.698 -4.940 -1.276
C -0.538 1.606 -3.708 0.396
O -1.634 1.061 -2.945 -0.534
H 0.640 0.936 -5.362 0.425
H -1.038 0.824 -5.752 0.323
H -0.250 -0.281 -4.641 0.217
H -0.693 2.583 -4.185 0.439
H 0.309 1.703 -3.030 -0.296
H -2.351 1.659 -3.001 0.219
C -0.989 0.692 0.405 0.048
C -0.108 -0.364 -0.018 2.643
O 1.120 -0.259 0.641 0.986
H -1.664 0.906 -0.457 0.024
H -0.501 1.631 0.682 -0.428
H -1.725 0.392 1.170 -0.522
H 0.004 -0.323 -1.142 -1.139
H -0.664 -1.314 -0.028 -0.387
H 1.411 0.643 0.563 -1.032
C -1.488 2.174 3.602 -0.834
C -0.285 1.224 3.801 0.320
O 0.807 1.876 4.267 -0.626
H -2.303 1.509 3.217 0.074
H -1.253 2.838 2.776 0.143
H -1.695 2.773 4.466 0.395
H -0.013 0.559 2.905 -0.232
H -0.512 0.446 4.495 0.455
H 1.347 2.197 3.545 0.281
C -0.595 -2.566 2.477 -0.506
O 0.692 -2.123 2.724 -0.527
H -1.274 -1.794 2.601 0.103
H -0.713 -3.320 3.212 0.446
H -0.596 -2.915 1.427 0.092
H 0.865 -1.447 2.044 0.037
C 3.475 -0.595 3.177 0.133
O 4.570 -1.448 3.478 -0.627
H 2.673 -1.067 3.785 0.128
H 3.287 -0.584 2.144 -0.201
H 3.598 0.443 3.564 0.220
H 4.352 -2.412 3.411 0.326
C -1.337 -2.499 -2.612 -0.381
O -2.260 -1.495 -2.250 -0.650
H -0.417 -2.627 -2.082 -0.001
H -0.940 -2.041 -3.550 0.102
H -1.923 -3.333 -2.905 0.457
H -1.739 -0.685 -2.436 0.237

***

No. 4
136
Properties=species:S:1:pos:R:3:mulliken_charge:R:1 method="wB97M-V/def2-TZVPD" energy_ev=-181424.409 homo_energy_ev="-11.05 / -11.05" total_charge=+1 spin_multiplicity=7
Mn 0.942 -30.642 15.897 0.760
Ag 0.740 -28.635 10.931 1.688
C -1.411 -27.180 7.558 0.637
F -1.184 -25.909 7.584 -0.219
F -2.240 -27.463 8.623 -0.194
F -2.185 -27.308 6.434 -0.228
S 0.147 -28.346 7.651 0.653
O 0.331 -29.081 6.384 -0.538
O 1.266 -27.448 8.023 -0.879
N -0.039 -29.283 9.016 0.733
S -1.018 -30.446 8.584 -0.920
O -1.849 -30.868 9.728 -0.195
O -1.834 -30.253 7.364 -0.471
C 0.364 -31.929 8.092 0.430
F -0.386 -33.028 7.939 -0.033
F 1.094 -31.596 6.980 -0.215
F 1.260 -32.159 9.146 -0.149
O -1.102 -32.128 12.404 0.094
C -0.109 -31.393 12.831 -0.191
O 0.185 -31.406 14.062 -0.215
O 0.350 -30.603 11.999 0.034
H -1.170 -31.761 11.519 -0.427
O 3.142 -27.187 14.423 -0.540
C 2.384 -28.153 13.974 0.892
O 2.028 -29.041 14.731 -0.206
O 1.991 -28.108 12.827 -0.224
H 3.193 -26.758 13.566 0.301
O 4.784 -29.824 15.753 -0.742
H 4.987 -30.545 15.156 0.456
H 4.191 -29.261 15.257 0.312
O 1.542 -29.592 17.592 -0.386
H 2.356 -29.092 17.657 0.268
H 1.272 -29.729 18.500 0.264
O 2.748 -31.603 16.134 -0.322
H 3.035 -32.131 16.880 0.157
H 3.560 -31.342 15.699 0.218
O -0.945 -29.507 16.218 -0.300
H -1.138 -28.634 16.561 0.203
H -1.703 -29.725 15.676 0.320
O 0.766 -26.451 10.788 -0.710
H 0.911 -25.926 10.001 0.247
H 0.659 -25.808 11.489 0.187
O -1.157 -28.112 11.914 -0.285
H -1.548 -28.165 12.786 0.123
H -1.662 -27.433 11.466 0.196
O -0.007 -31.901 17.405 -0.301
H 0.547 -32.470 17.941 0.238
H -0.853 -31.899 17.854 0.239
C -2.998 -36.242 8.349 0.832
O -3.361 -36.854 9.293 -0.792
N -2.366 -36.725 7.323 -0.425
N -3.345 -35.021 8.348 -0.105
H -2.366 -37.729 7.433 0.267
H -2.084 -36.136 6.553 0.166
H -3.277 -34.436 7.527 0.177
H -3.895 -34.717 9.138 -0.081
C 2.757 -35.128 12.175 0.726
O 3.780 -34.675 11.856 -0.650
N 1.696 -34.518 12.650 -0.211
N 2.541 -36.375 12.214 -0.450
H 0.846 -34.874 13.064 0.112
H 1.775 -33.519 12.519 -0.060
H 1.813 -36.692 12.838 0.162
H 3.344 -36.869 11.852 0.290
C -4.592 -32.172 15.663 0.537
O -4.687 -31.268 16.444 -0.668
N -5.371 -32.439 14.711 -0.346
N -3.745 -33.169 15.726 -0.304
H -5.876 -31.611 14.429 0.183
H -5.128 -33.162 14.049 0.300
H -3.476 -33.853 15.034 0.151
H -3.245 -33.008 16.589 0.110
C 5.190 -31.494 12.529 0.599
O 4.766 -31.643 13.661 -0.669
N 5.620 -32.453 11.725 -0.476
N 5.128 -30.220 12.062 -0.153
H 5.150 -33.285 12.052 0.325
H 5.656 -32.116 10.773 0.321
H 4.908 -29.475 12.708 -0.007
H 5.327 -30.205 11.072 0.074
C -2.702 -35.465 12.955 0.670
O -2.169 -35.720 13.960 -0.685
N -3.120 -36.386 12.097 -0.188
N -2.854 -34.305 12.472 0.685
H -3.419 -36.170 11.157 0.159
H -2.879 -37.321 12.394 0.212
H -3.312 -34.349 11.573 -0.368
H -2.290 -33.522 12.771 0.186
C -3.967 -29.733 13.428 0.651
O -3.112 -29.369 14.179 -0.805
N -5.206 -29.521 13.578 -0.374
N -3.730 -30.138 12.263 0.364
H -5.858 -29.952 12.937 0.135
H -5.563 -29.199 14.466 0.314
H -2.780 -30.261 11.944 -0.302
H -4.518 -30.427 11.701 0.047
C -5.072 -30.848 8.299 0.674
O -4.752 -29.937 7.538 -0.686
N -4.758 -31.027 9.473 -0.205
N -5.932 -31.752 8.059 -0.365
H -4.822 -32.000 9.737 0.056
H -4.085 -30.365 9.833 -0.088
H -6.323 -32.387 8.741 0.145
H -6.146 -31.801 7.073 0.215
C 1.880 -36.444 7.748 0.546
O 1.749 -37.606 7.568 -0.602
N 1.547 -35.337 7.085 -0.310
N 2.190 -35.997 8.992 -0.276
H 1.753 -34.471 7.562 0.180
H 0.956 -35.379 6.267 0.190
H 1.580 -35.281 9.359 0.070
H 2.431 -36.752 9.618 0.178
C 3.447 -29.830 8.974 0.182
O 2.769 -29.454 9.899 -0.084
N 4.095 -30.997 8.948 -0.269
N 3.531 -29.304 7.795 -0.332
H 4.720 -31.191 8.179 0.155
H 4.047 -31.646 9.720 0.018
H 3.113 -28.385 7.771 0.172
H 3.989 -29.592 6.942 0.178
C -6.211 -34.346 10.782 0.610
O -5.204 -33.930 10.267 -0.437
N -6.249 -34.534 12.041 -0.228
N -7.405 -34.501 10.231 -0.475
H -7.165 -34.552 12.466 0.206
H -5.351 -34.469 12.499 -0.021
H -8.272 -34.714 10.703 0.133
H -7.600 -34.432 9.243 0.233
C 4.927 -26.193 11.470 0.540
O 5.984 -26.756 11.444 -0.661
N 4.663 -25.056 12.094 -0.358
N 3.865 -26.646 10.913 0.029
H 5.453 -24.574 12.500 0.233
H 3.735 -24.703 12.278 0.126
H 3.164 -25.918 10.925 0.017
H 3.820 -27.555 10.476 -0.084

***

No. 5
32
Properties=species:S:1:pos:R:3:mulliken_charge:R:1 method="wB97M-V/def2-TZVPD" relative_energy_ev=0.628 energy_ev=-113069.723 homo_energy_ev="-2.39 / -4.76" total_charge=-1 spin_multiplicity=2
Hg 0.322 -0.502 0.014 1.011
Cl -1.081 -3.730 0.041 -0.204
C -2.240 -2.455 0.033 0.826
C -1.766 -1.145 0.049 -1.297
C -2.746 -0.147 0.043 1.077
Cl -2.211 1.490 0.064 -0.160
C -4.111 -0.425 0.018 -0.413
Cl -5.267 0.845 -0.009 -0.201
C -4.536 -1.750 0.001 0.743
Cl -6.213 -2.114 -0.040 -0.201
C -3.596 -2.777 0.008 -0.351
Cl -4.122 -4.413 -0.029 -0.204
Cl 6.120 3.708 1.101 -0.281
C 4.617 2.826 1.188 0.800
C 4.152 2.417 2.427 -1.047
C 2.945 1.718 2.458 0.795
Cl 2.341 1.216 4.002 -0.253
C 2.190 1.382 1.326 0.382
O 1.084 0.719 1.458 -1.099
C 2.730 1.800 0.046 0.891
C 2.160 1.451 -1.186 -0.488
O 1.084 0.790 -1.425 -0.794
C 3.946 2.541 0.025 -1.542
H 4.696 2.615 3.336 0.410
H 2.703 1.792 -2.083 0.257
H 4.330 2.880 -0.926 0.278
C 4.834 -0.623 -0.127 -0.559
C 3.475 -1.068 -0.130 0.592
N 2.427 -1.552 -0.114 -0.548
H 4.875 0.434 0.152 0.001
H 5.256 -0.741 -1.126 0.272
H 5.409 -1.211 0.594 0.305

***

No. 6
32
Properties=species:S:1:pos:R:3:mulliken_charge:R:1 method="wB97M-V/def2-TZVPD" relative_energy_ev=1.262 energy_ev=-90085.956 homo_energy_ev="-12.74 / -14.77" total_charge=+2 spin_multiplicity=5
Pd 0.761 -0.939 1.023 0.525
S -2.880 3.559 -3.879 0.255
N -2.411 3.843 -2.368 -0.621
C -1.816 2.739 -1.941 0.600
C -1.238 2.549 -0.628 0.542
C -1.243 3.533 0.364 -0.238
C -0.668 3.258 1.584 -0.932
C -0.099 2.007 1.790 -0.100
N -0.088 1.063 0.855 -0.250
C -0.648 1.315 -0.350 -0.222
C -0.615 0.248 -1.353 -0.224
N -0.027 -0.920 -1.010 -0.250
C 0.021 -1.911 -1.895 -0.100
C -0.512 -1.800 -3.173 -0.933
C -1.115 -0.619 -3.540 -0.236
C -1.173 0.431 -2.619 0.541
C -1.785 1.711 -2.909 0.598
N -2.356 2.050 -4.054 -0.621
H -1.698 4.492 0.155 0.569
H -0.650 3.991 2.378 0.440
H 0.360 1.765 2.740 0.305
H 0.501 -2.829 -1.581 0.305
H -0.446 -2.636 -3.854 0.440
H -1.546 -0.483 -4.524 0.569
S 4.242 -5.234 5.705 0.115
C 3.438 -4.260 4.642 0.197
S 2.970 -2.651 5.037 0.036
C 2.239 -2.279 3.517 0.410
C 2.271 -3.297 2.560 0.398
S 1.626 -3.184 0.994 -0.074
S 3.034 -4.767 3.047 0.035
S 1.552 -0.745 3.287 -0.079